ORCA calculation (wB97M-V/def2-TZVPD) on a 3-piece molecular cluster, C4H13O4 overall.

Properties
**Maximum force**: 1.39 eV Å⁻¹
**Energy relative to the best compared isomer or geometry (same formula, charge and spin)**: 0.000 eV
**HOMO**: -4.474 eV
**Lowest unoccupied orbital energy**: 0.14789 hartree
**Frontier orbital gap**: 8.5 eV

Structure (ORCA input):
```
! wB97M-V def2-TZVPD RIJCOSX def2/J DEFGRID3
* xyz -1 1
C 1.25 -1.31 0.42
O 2.10 -1.16 -0.70
C 0.75 0.02 0.97
C 0.00 0.81 -0.11
C -0.62 2.08 0.49
O -0.95 0.03 -0.74
H 1.82 -1.85 1.20
H 0.38 -1.91 0.16
H 0.09 -0.19 1.82
H 1.60 0.62 1.33
H 0.77 1.14 -0.84
H -1.37 1.82 1.23
H -1.11 2.66 -0.30
H 0.13 2.72 0.96
H -0.25 -0.64 -1.80
H 0.53 -0.38 -3.18
H 1.52 -1.09 -1.48
O 0.39 -1.08 -2.53
H -2.01 -0.67 0.31
H -2.40 -0.56 1.80
O -2.61 -1.07 1.01
*
```